The following is a quantum chemistry calculation of one molecule with the formula C4H9NOS, from the OMol25 dataset.

Geometry as XYZ:
```
16
Properties=species:S:1:pos:R:3
O -1.967 -2.228 1.270
C -1.929 -1.259 0.527
N -0.917 -1.060 -0.433
C -0.508 0.050 -1.208
C 0.369 1.052 -0.202
C 1.638 0.415 0.115
S 1.894 -0.017 1.853
H -2.661 -0.532 0.338
H -0.104 -1.776 -0.297
H -1.433 0.726 -1.649
H 0.237 -0.168 -2.027
H -0.499 1.421 0.574
H 0.462 1.973 -0.845
H 2.341 1.176 -0.095
H 2.104 -0.453 -0.523
H 0.973 0.681 2.601
```

Computed properties:
* net charge: 0
* SMILES: O=CNCCCS
* largest force on an atom: 0.130 hartree/bohr
* total energy: -685.91658 Ha
* frontier orbital gap: 9.70 eV
* lowest unoccupied orbital energy: 0.8 eV

Atom charges from the natural (NBO) analysis, given in e for atoms 1 to 4: -0.5795, 0.5366, -0.6583, -0.1997

The following is a quantum chemistry calculation of one molecule with the formula C4H9NOS, from the OMol25 dataset.

Geometry as XYZ:
```
16
Properties=species:S:1:pos:R:3
C 2.194 1.802 -0.252
N 2.508 0.392 0.033
S 1.470 -0.753 -0.198
O 2.097 -2.058 -0.072
C -0.239 -0.995 0.573
C -0.875 -2.235 0.029
C -1.045 0.229 0.592
H 2.890 1.962 -0.990
H 1.190 1.963 -0.554
H 2.494 2.463 0.594
H -0.045 -2.976 0.114
H -1.101 -2.166 -1.166
H -1.717 -2.727 0.471
H -1.167 0.526 -0.408
H -0.689 1.007 1.202
H -1.917 -0.158 1.123
```

Computed properties:
* net charge: 0
* SMILES: CN=S(=O)=C(C)C
* largest force on an atom: 0.078 hartree/bohr
* total energy: -685.80155 Ha
* frontier orbital gap (spin up / spin down): 7.56 / 7.37 eV
* lowest unoccupied orbital energy (spin up / spin down): -1.1 / -0.8 eV

Atom charges from the natural (NBO) analysis, given in e for atoms 1 to 4: -0.4319, -0.7542, 1.6127, -0.9157

The following is a quantum chemistry calculation of one molecule with the formula C4H9NOS2, from the OMol25 dataset.

Geometry as XYZ:
```
17
Properties=species:S:1:pos:R:3
O 1.103 3.127 -1.230
N -0.190 3.173 -1.549
C -1.031 2.303 -1.061
S -0.468 1.116 0.228
C -1.051 -0.289 -0.684
C -0.863 -1.543 0.230
C 0.695 -1.562 0.659
S 0.937 -3.339 1.413
H 1.277 2.319 -0.620
H -2.063 2.269 -1.315
H -0.500 -0.365 -1.574
H -2.083 -0.147 -0.941
H -1.469 -1.655 1.173
H -1.043 -2.449 -0.492
H 1.343 -1.505 -0.186
H 0.856 -0.758 1.400
H 2.181 -2.823 2.117
```

Computed properties:
* net charge: 0
* SMILES: O/N=C\SCCCS
* largest force on an atom: 0.084 hartree/bohr
* total energy: -1084.06308 Ha
* frontier orbital gap: 9.87 eV
* lowest unoccupied orbital energy: 0.5 eV

Atom charges from the natural (NBO) analysis, given in e for atoms 1 to 4: -0.5130, -0.0634, -0.1570, 0.1430

The following is a quantum chemistry calculation of one molecule with the formula C4H9NOS2, from the OMol25 dataset.

Geometry as XYZ:
```
17
Properties=species:S:1:pos:R:3
C -1.734 -1.947 -0.476
N -0.834 -1.759 0.697
C 0.298 -0.906 0.410
C 1.607 -1.460 1.006
O 1.691 -2.639 1.246
C -0.021 0.527 0.927
S 0.671 1.831 -0.169
S -0.951 2.034 -1.411
H -1.927 -0.966 -0.914
H -1.303 -2.657 -1.172
H -2.714 -2.059 0.017
H -0.592 -2.637 1.121
H 0.466 -0.871 -0.677
H 2.466 -0.810 1.200
H -1.090 0.626 1.084
H 0.487 0.691 1.873
H -0.414 2.454 -2.565
```

Computed properties:
* net charge: 0
* SMILES: CN[C@H](C=O)CSS
* largest force on an atom: 0.052 hartree/bohr
* total energy: -1084.13336 Ha
* frontier orbital gap: 8.82 eV
* lowest unoccupied orbital energy: 0.4 eV

Atom charges from the natural (NBO) analysis, given in e for atoms 1 to 4: -0.4384, -0.6429, -0.1787, 0.4341

The following is a quantum chemistry calculation of one molecule with the formula C4H9NOSi, from the OMol25 dataset.

Geometry as XYZ:
```
16
Properties=species:S:1:pos:R:3
C -1.324 0.213 -1.720
N -0.652 1.163 -2.269
O -0.137 2.259 -1.559
C -0.102 2.310 -0.118
C 0.126 0.907 0.512
C 0.744 -0.189 0.037
Si 0.822 -1.946 0.504
H -1.760 -0.419 -2.415
H -1.785 0.230 -0.780
H -0.998 2.734 0.320
H 0.775 3.018 0.076
H -0.436 0.832 1.458
H 1.411 -0.092 -0.796
H -0.232 -2.482 1.380
H 2.001 -2.231 1.309
H 0.934 -2.431 -0.905
```

Computed properties:
* net charge: 0
* SMILES: C=NOC/C=C/[SiH3]
* largest force on an atom: 0.062 hartree/bohr
* total energy: -577.12635 Ha
* frontier orbital gap: 10.15 eV
* lowest unoccupied orbital energy: 0.7 eV

Atom charges from the natural (NBO) analysis, given in e for atoms 1 to 4: -0.1812, -0.0739, -0.3785, -0.1363

The following is a quantum chemistry calculation of one molecule with the formula C4H9NS, from the OMol25 dataset.

Geometry as XYZ:
```
15
Properties=species:S:1:pos:R:3
C 0.724 -1.022 -2.501
C 0.640 -0.034 -1.382
N -0.139 -0.187 -0.410
C -0.626 0.595 0.619
C -0.997 -0.208 1.817
S 0.644 2.313 1.217
H -0.122 -0.792 -3.149
H 1.848 -0.988 -2.904
H 0.529 -1.976 -2.149
H 1.575 0.736 -1.498
H -1.381 1.305 0.272
H -2.027 -0.199 1.893
H -0.626 0.177 2.705
H -0.524 -1.126 1.787
H -0.388 3.040 1.305
```

Computed properties:
* net charge: 0
* SMILES: C/C=N/[C@@H](C)S
* largest force on an atom: 0.063 hartree/bohr
* total energy: -610.65636 Ha
* frontier orbital gap: 9.26 eV
* lowest unoccupied orbital energy: 0.6 eV

Atom charges from the natural (NBO) analysis, given in e for atoms 1 to 4: -0.6698, 0.2081, -0.4660, 0.0590

The following is a quantum chemistry calculation of one molecule with the formula C4H9NS, from the OMol25 dataset.

Geometry as XYZ:
```
15
Properties=species:S:1:pos:R:3
C -0.332 -1.884 0.284
C -0.467 -0.679 -0.706
N 0.258 0.580 -0.110
C -0.602 1.735 0.292
C 1.565 0.579 0.177
S 2.579 -0.564 -0.183
H -0.871 -1.532 1.161
H -0.947 -2.742 -0.141
H 0.701 -2.207 0.415
H -0.010 -0.700 -1.714
H -1.519 -0.272 -0.864
H -1.466 1.343 0.807
H 0.062 2.422 0.853
H -0.754 2.259 -0.682
H 1.801 1.662 0.410
```

Computed properties:
* net charge: 0
* SMILES: CCN(C)C=S
* largest force on an atom: 0.084 hartree/bohr
* total energy: -610.70293 Ha
* frontier orbital gap: 8.95 eV
* lowest unoccupied orbital energy: 0.8 eV

Atom charges from the natural (NBO) analysis, given in e for atoms 1 to 4: -0.6334, -0.2157, -0.3906, -0.4143

The following is a quantum chemistry calculation of one molecule with the formula C4H9NS, from the OMol25 dataset.

Geometry as XYZ:
```
15
Properties=species:S:1:pos:R:3
C 0.528 1.698 -0.351
C 0.314 0.594 0.761
C -0.141 -0.686 0.167
C 0.880 -1.752 -0.058
N -1.321 -1.063 -0.162
S -2.637 0.009 0.173
H 1.586 1.720 -0.786
H 0.255 2.772 -0.057
H -0.176 1.459 -1.166
H -0.419 0.990 1.454
H 1.214 0.335 1.315
H 0.855 -1.944 -1.110
H 0.601 -2.682 0.509
H 1.829 -1.370 0.257
H -3.368 -0.079 -0.946
```

Computed properties:
* net charge: 0
* SMILES: CC/C(C)=N\S
* largest force on an atom: 0.034 hartree/bohr
* total energy: -610.70470 Ha
* frontier orbital gap: 9.39 eV
* lowest unoccupied orbital energy: 0.9 eV

Atom charges from the natural (NBO) analysis, given in e for atoms 1 to 4: -0.6112, -0.4939, 0.3194, -0.6584